103
Properties=species:S:1:pos:R:3:nbo_charge:R:1 method="wB97M-V/def2-TZVPD" gap_ev="4.5282 / 3.6602" e_above_lowest_kcal_mol=10.6 max_force_ev_per_a=1.5 charge=-2
Bi 0.50487 1.16418 -0.38553 2.08
C -2.65578 -2.89008 6.58373 -0.26
C -3.02637 -4.04218 5.85945 -0.27
C -2.90717 -4.08012 4.48472 -0.20
C -2.42966 -2.95613 3.81497 -0.05
C -2.19850 -2.72386 2.40961 0.36
N -2.61062 -3.47745 1.40188 -0.57
C -2.40941 -3.25840 0.08209 0.29
C -3.09453 -3.80684 -1.03070 -0.07
C -4.15650 -4.71710 -1.12773 -0.18
C -4.61944 -5.08722 -2.36740 -0.29
C -4.04545 -4.56105 -3.55311 -0.26
C -3.02130 -3.65087 -3.49702 -0.18
C -2.53356 -3.24312 -2.24115 -0.14
C -1.50933 -2.36076 -1.88627 0.28
N -0.58687 -1.54421 -2.53716 -0.58
C 0.55188 -1.79721 -1.89731 0.52
N 1.21801 -0.97751 -0.98269 -0.89
C 0.83903 -1.80343 0.23860 -0.17
N -0.65710 -1.66641 0.30315 -0.39
C -1.25809 -0.73586 1.18522 0.47
N -0.24918 0.25688 1.54690 -0.95
C -1.11726 1.09167 2.42688 0.26
N -1.54402 0.52292 3.60663 -0.52
C -1.64643 -0.79858 3.60345 0.33
N -1.62261 -1.46931 2.38536 -0.46
C -2.07375 -1.77306 4.54920 -0.13
C -2.18715 -1.76347 5.94416 -0.18
C -2.30977 1.34557 1.54576 -0.08
C -3.23780 2.35531 1.42993 -0.20
C -4.34717 2.14061 0.61212 -0.22
C -4.55396 0.91789 -0.00700 -0.22
C -3.62724 -0.11664 0.11734 -0.23
C -2.48176 0.13393 0.83545 0.06
C 1.05688 -3.24271 -0.18479 0.08
C 1.08509 -4.43200 0.51363 -0.21
C 1.06031 -5.61487 -0.21946 -0.22
C 0.97949 -5.59238 -1.60866 -0.22
C 0.86342 -4.39163 -2.29779 -0.19
C 0.87147 -3.22495 -1.55307 -0.13
N -1.48913 -2.40534 -0.48210 -0.20
H -2.72710 -2.90858 7.66596 0.19
H -3.39425 -4.90928 6.39654 0.19
H -3.15688 -4.97081 3.91994 0.21
H -4.59097 -5.12745 -0.22324 0.21
H -5.43156 -5.80097 -2.45206 0.19
H -4.42054 -4.89477 -4.51451 0.19
H -2.58472 -3.23633 -4.39902 0.20
H -1.89857 -0.88187 6.50411 0.21
H -3.10293 3.29910 1.94186 0.21
H -5.06105 2.94304 0.46118 0.19
H -5.44421 0.76099 -0.60578 0.19
H -3.79291 -1.06814 -0.37428 0.22
H 1.10616 -4.45043 1.59672 0.22
H 1.07046 -6.56843 0.29511 0.20
H 0.95800 -6.52932 -2.15365 0.20
H 0.72778 -4.37433 -3.37268 0.21
O 1.13245 3.44934 1.52213 -0.58
N 1.45125 4.62022 1.08346 0.04
C 2.41272 5.31881 1.71879 0.01
C 2.77953 6.59124 1.34743 -0.30
C 2.10511 7.19294 0.28910 -0.23
C 1.12946 6.47371 -0.36839 -0.27
C 0.80904 5.14659 -0.02417 0.01
S -0.33431 4.22162 -0.86890 -0.32
H 2.86774 4.79442 2.54494 0.22
H 3.56889 7.09810 1.88415 0.21
H 2.34140 8.20705 -0.01317 0.20
H 0.56868 6.90061 -1.18827 0.22
C 3.00427 0.24785 1.65882 -1.14
Si 1.90222 -1.28686 1.77830 1.79
C 1.54149 -1.63957 3.60133 -1.13
C 3.33070 -2.58087 1.48208 -1.13
H 3.86951 0.06651 2.29993 0.23
H 2.54404 1.17590 1.99146 0.26
H 3.37807 0.38821 0.64011 0.24
H 2.49714 -1.86029 4.08783 0.22
H 0.88022 -2.49397 3.76258 0.24
H 1.10001 -0.77308 4.09174 0.25
H 4.24752 -2.25908 1.98666 0.21
H 3.56682 -2.69377 0.41955 0.22
H 3.08942 -3.57637 1.86536 0.21
N 3.98998 3.49944 -1.07894 -0.38
C 3.47406 3.87737 -2.04186 0.42
N 2.86454 4.26391 -3.16862 -0.46
C 2.99417 5.68103 -3.51384 -0.24
C 4.38761 5.92236 -4.08145 -0.09
O 4.61850 5.10379 -5.22164 -0.54
C 4.47742 3.72063 -4.92163 -0.09
C 3.10215 3.41246 -4.33643 -0.23
H 2.81340 6.28838 -2.63059 0.24
H 2.23823 5.90810 -4.26769 0.21
H 5.12508 5.69440 -3.29905 0.17
H 4.51720 6.95281 -4.41231 0.19
H 5.24523 3.41387 -4.19793 0.17
H 4.63557 3.19067 -5.86076 0.19
H 3.03670 2.36531 -4.04336 0.23
H 2.32107 3.62624 -5.06758 0.21
C -1.32470 1.48349 -2.79859 -0.25
O -1.30683 1.06500 -1.45813 -1.00
H -0.78756 2.43207 -2.95880 0.15
H -2.37351 1.64837 -3.07963 0.17
H -0.91199 0.71442 -3.46149 0.18

100
Properties=species:S:1:pos:R:3:lowdin_charge:R:1 method="wB97M-V/def2-TZVPD" gap_ev=4.5890 e_above_lowest_kcal_mol=26.9 max_force_ev_per_a=0.6 charge=+3
Mo -0.05493 -0.04363 -0.26534 2.01
C 0.47441 3.29156 -1.60364 -0.04
C -0.10256 3.14307 -0.24027 -0.57
N -0.28825 1.99757 0.41680 -0.09
C -0.66887 2.20334 1.73207 -0.32
C -0.83228 3.49965 2.06591 -0.25
S -0.46327 4.49324 0.72265 1.23
C -0.70138 0.99344 2.52698 -0.31
C -0.97811 0.81491 3.83246 -0.25
S -0.70198 -0.81445 4.26803 1.25
C -0.24166 -1.21627 2.69605 -0.56
N -0.29092 -0.16510 1.85989 -0.08
C 0.22607 -2.59215 2.39832 -0.03
H 0.39561 2.38278 -2.19292 0.05
H 1.53074 3.56008 -1.51043 0.11
H -0.01739 4.09551 -2.14934 0.10
H -1.12250 3.92185 3.01475 0.11
H -1.29787 1.54986 4.55384 0.11
H 0.00161 -3.25194 3.23454 0.10
H 1.30848 -2.59330 2.25007 0.11
H -0.24618 -3.00360 1.51269 0.06
C 0.26484 -3.35810 -5.11626 0.05
C -1.16316 -3.18024 -4.64903 -0.53
C -2.18460 -3.85471 -5.52810 0.04
O -1.50725 -1.79128 -4.54499 -0.02
C -1.15908 -1.38281 -3.24833 -0.19
C -1.64130 -2.62012 -2.44063 -0.12
O -1.26703 -3.66016 -3.29697 -0.01
C -1.09387 -2.91798 -0.98556 -0.19
O -0.22880 -1.76212 -0.59928 -0.28
C -0.20475 -4.15565 -0.89889 -0.15
C -0.70156 -5.39971 -1.29448 -0.04
C 0.08181 -6.53507 -1.19055 -0.03
C 1.38387 -6.44930 -0.71468 -0.04
C 1.89732 -5.21477 -0.36109 -0.04
C 1.10975 -4.07424 -0.45364 -0.06
C -2.25424 -2.87228 0.01868 -0.15
C -2.92826 -4.03469 0.38781 0.02
C -4.03294 -3.98087 1.22672 -0.02
C -4.48721 -2.76992 1.72536 -0.04
C -3.82208 -1.60475 1.37720 -0.05
C -2.72707 -1.66851 0.53095 -0.07
C -1.80190 -0.00394 -3.00905 -0.12
O -0.93735 0.45901 -1.66276 -0.31
C -1.43144 1.06791 -3.97374 -0.16
C -0.55311 0.85069 -5.03887 0.01
C -0.27625 1.87533 -5.93039 -0.02
C -0.85804 3.12281 -5.76418 -0.03
C -1.72451 3.35328 -4.69837 -0.05
C -2.01327 2.33407 -3.81404 -0.02
C -3.23912 -0.00320 -2.57247 -0.18
C -4.15008 -0.70779 -3.36158 0.01
C -5.50213 -0.67363 -3.05645 -0.02
C -5.96211 0.06610 -1.97622 -0.04
C -5.06266 0.78377 -1.20275 -0.05
C -3.70899 0.75287 -1.50196 -0.07
H 0.37654 -2.97431 -6.12972 0.11
H 0.51733 -4.41748 -5.11759 0.11
H 0.96245 -2.84596 -4.45074 0.09
H -2.16680 -3.41403 -6.52405 0.11
H -3.18141 -3.74082 -5.10294 0.10
H -1.95435 -4.91515 -5.61372 0.11
H -0.07075 -1.27411 -3.15242 0.13
H -2.73055 -2.57996 -2.34634 0.16
H -1.68657 -5.48773 -1.72883 0.12
H -0.32251 -7.48934 -1.49967 0.12
H 1.99592 -7.33764 -0.63981 0.12
H 2.92023 -5.12836 -0.01937 0.12
H 1.55570 -3.12380 -0.19910 0.08
H -2.59351 -4.99786 0.04027 0.11
H -4.53639 -4.90020 1.49376 0.13
H -5.34837 -2.73475 2.37857 0.12
H -4.16081 -0.64617 1.74973 0.12
H -2.24587 -0.71365 0.31795 0.06
H -0.09409 -0.11275 -5.18858 0.12
H 0.38834 1.69238 -6.76344 0.12
H -0.65027 3.91461 -6.47171 0.12
H -2.19572 4.32021 -4.58091 0.12
H -2.72365 2.51045 -3.01595 0.12
H -3.80530 -1.25781 -4.22614 0.13
H -6.19980 -1.21996 -3.67669 0.12
H -7.01902 0.09553 -1.74893 0.12
H -5.41709 1.38079 -0.37263 0.12
H -3.02422 1.34052 -0.89916 0.10
O 2.35662 1.37875 1.35636 0.15
C 2.71020 0.94303 0.30497 -0.40
N 1.78330 0.15672 -0.54460 -0.23
S 2.56173 -0.30749 -2.06448 0.71
O 1.86563 0.41242 -3.07960 -0.24
O 2.59963 -1.72782 -2.08043 -0.22
C 4.08231 0.42804 -1.61108 -0.22
C 5.22831 0.42851 -2.37697 0.01
C 6.33710 1.08040 -1.84354 0.01
C 6.28267 1.69827 -0.59595 0.00
C 5.11881 1.68608 0.15991 0.05
C 4.00763 1.04061 -0.36532 -0.14
H 5.27243 -0.05593 -3.34302 0.14
H 7.25837 1.10378 -2.40990 0.14
H 7.16395 2.19211 -0.20997 0.13
H 5.07064 2.15659 1.13264 0.14

100
Properties=species:S:1:pos:R:3:mulliken_spin:R:1 method="wB97M-V/def2-TZVPD" gap_ev="7.4523 / 7.4756" e_above_lowest_kcal_mol=5.1 multiplicity=3 max_force_ev_per_a=1.0
V -0.35154 -0.38034 0.74256 2.03
C 3.64933 -7.30850 0.78555 0.00
C 2.68444 -6.27360 1.29354 0.00
C 2.13840 -5.32807 0.42751 0.00
C 1.27414 -4.34984 0.88994 0.00
C 0.95616 -4.31513 2.23973 0.00
C 1.48308 -5.24308 3.12128 0.00
C 2.34067 -6.22079 2.64230 0.00
S -0.15763 -3.06507 2.82979 0.00
O -0.04978 -3.06042 4.26667 0.00
O -1.45020 -3.27072 2.22793 0.00
N 0.39865 -1.68909 2.19236 -0.01
C 1.68398 -1.24129 2.30959 -0.01
C 2.70517 -1.68003 3.15136 -0.02
C 3.93258 -1.05205 3.04292 0.00
C 4.11706 -0.01772 2.13492 0.00
C 3.04611 0.36366 1.34521 0.01
N 1.86111 -0.23483 1.42782 0.02
H 3.46078 -7.54289 -0.26152 0.00
H 3.57966 -8.23032 1.36251 0.00
H 4.67684 -6.94695 0.86350 0.00
H 2.39385 -5.35755 -0.62505 0.00
H 0.85429 -3.61177 0.21745 0.01
H 1.22162 -5.19089 4.16959 0.00
H 2.75046 -6.95336 3.32732 0.00
H 2.52581 -2.46582 3.86967 0.00
H 4.75065 -1.36948 3.67750 0.00
H 5.06854 0.48373 2.03547 0.00
H 3.12458 1.15631 0.61208 0.00
C -0.46312 3.56691 2.47591 0.00
C -0.63465 2.55309 1.38018 0.02
O -0.50602 1.35486 1.72144 0.01
C -0.91228 2.96108 0.03654 0.04
C -1.09911 4.32547 -0.27004 0.00
C -1.37092 4.74198 -1.54336 0.01
C -1.45893 3.78555 -2.57073 0.00
C -1.27112 2.45527 -2.31614 0.01
C -0.97911 1.99689 -1.00869 -0.04
O -0.78428 0.73235 -0.83172 -0.10
H -0.28681 3.04063 3.40967 0.00
H -1.34393 4.20224 2.56945 0.00
H 0.38632 4.21308 2.25031 0.00
H -1.02565 5.05327 0.52633 0.00
H -1.51311 5.79064 -1.76425 0.00
H -1.67629 4.11002 -3.58153 0.00
H -1.32421 1.70595 -3.09581 0.00
O -0.37067 -1.95403 -2.81741 0.00
C -0.80587 -2.06418 -1.68618 0.01
O -0.11694 -1.79135 -0.61648 0.02
C -2.15669 -2.71764 -1.44669 0.02
C -2.49711 -3.71694 -2.35432 0.00
C -3.62170 -4.50325 -2.17156 0.00
C -4.43132 -4.29253 -1.06628 0.00
C -4.13170 -3.26989 -0.17983 0.00
C -3.00774 -2.46707 -0.35769 -0.02
P -2.78967 -0.99371 0.69223 0.01
C -3.67129 0.30647 -0.22861 0.00
C -4.05601 0.18387 -1.55859 0.00
C -4.65866 1.25240 -2.20956 0.00
C -4.87849 2.44808 -1.54294 0.00
C -4.49689 2.57615 -0.21519 0.00
C -3.89811 1.51092 0.43851 0.00
C -3.81066 -1.12055 2.18387 -0.04
C -3.20801 -1.05750 3.43708 0.01
C -3.98428 -1.06688 4.58740 0.00
C -5.36518 -1.13314 4.49366 0.00
C -5.97616 -1.16556 3.24658 0.00
C -5.20466 -1.14531 2.09678 0.00
H -1.83916 -3.87435 -3.19791 0.00
H -3.85394 -5.28641 -2.88121 0.00
H -5.30029 -4.91356 -0.89276 0.00
H -4.77918 -3.10684 0.67077 0.00
H -3.88444 -0.73960 -2.09747 0.00
H -4.95398 1.14520 -3.24545 0.00
H -5.34083 3.28082 -2.05677 0.00
H -4.66038 3.50740 0.31186 0.00
H -3.60963 1.61347 1.47950 0.00
H -2.13337 -0.99914 3.52025 0.01
H -3.50249 -1.02661 5.55519 0.00
H -5.96937 -1.14482 5.39159 0.00
H -7.05521 -1.19632 3.16938 0.00
H -5.68692 -1.12872 1.12632 0.00
N 1.97523 -0.00302 -2.31835 0.00
C 2.18707 1.30815 -2.55878 0.00
S 2.18883 2.46911 -1.36405 0.00
N 2.42506 1.58018 -3.87321 0.00
C 2.62987 2.85100 -4.45874 0.00
C 1.77556 3.91454 -4.18986 0.00
C 1.97392 5.12761 -4.82790 0.00
C 3.00273 5.28565 -5.74683 0.00
C 3.84343 4.21867 -6.02243 0.00
C 3.66314 3.00626 -5.37372 0.00
H 1.50158 -0.26531 -1.45720 0.03
H 1.66877 -0.59625 -3.07942 0.00
H 2.64345 0.78975 -4.46090 0.00
H 0.97123 3.78658 -3.47843 0.00
H 1.31098 5.95515 -4.61039 0.00
H 3.14586 6.23482 -6.24603 0.00
H 4.64937 4.32921 -6.73603 0.00
H 4.33128 2.17573 -5.56925 0.00

92
Properties=species:S:1:pos:R:3:mulliken_spin:R:1 method="wB97M-V/def2-TZVPD" gap_ev="6.6733 / 7.0297" multiplicity=2 max_force_ev_per_a=1.0
Ru 0.10091 -0.65026 -0.22078 0.73
S 1.67453 -0.10201 -1.91282 -0.01
P -1.23004 1.25215 -0.52321 -0.06
C -1.71124 -0.38001 -0.72790 0.20
P -3.07060 -1.45912 -0.46860 0.00
S -2.90467 -3.21753 -1.29869 0.01
C -3.30854 -1.60842 1.35055 -0.02
C -4.55140 -1.48733 1.95920 0.00
C -4.67784 -1.59266 3.33743 0.00
C -3.56418 -1.83262 4.12732 0.00
C -2.32018 -1.99119 3.52611 0.01
C -2.20250 -1.88415 2.15180 -0.02
C -4.53940 -0.52990 -1.02457 0.01
C -4.83150 0.72293 -0.47715 0.00
C -5.89170 1.47175 -0.95915 0.00
C -6.67262 0.97255 -1.99813 0.00
C -6.39013 -0.26946 -2.54031 0.00
C -5.32604 -1.01933 -2.05632 0.00
C -1.97860 2.27874 0.76909 0.00
C -2.24482 3.63179 0.59305 0.00
C -2.73754 4.39671 1.64187 0.00
C -2.97126 3.81813 2.88029 0.00
C -2.69681 2.46731 3.06839 0.00
C -2.19399 1.70849 2.02689 0.01
C -1.34835 2.22273 -2.04189 0.01
C -0.21647 2.88339 -2.51417 0.00
C -0.27996 3.64940 -3.66766 0.00
C -1.47874 3.75377 -4.35965 0.00
C -2.60786 3.08677 -3.90345 0.00
C -2.54475 2.32301 -2.74925 -0.01
H -5.43436 -1.30080 1.36118 0.00
H -5.65313 -1.48268 3.79381 0.00
H -3.66413 -1.90644 5.20244 0.00
H -1.44186 -2.19230 4.12744 0.00
H -1.22723 -1.99496 1.69391 0.07
H -4.23545 1.11600 0.33613 0.00
H -6.10618 2.44030 -0.52617 0.00
H -7.50180 1.55513 -2.37938 0.00
H -7.00042 -0.65898 -3.34518 0.00
H -5.09037 -1.99084 -2.47423 0.00
H -2.08438 4.09916 -0.37078 0.00
H -2.94488 5.44726 1.48385 0.00
H -3.35803 4.41501 3.69601 0.00
H -2.87114 2.00041 4.02951 0.00
H -1.96413 0.66027 2.19395 0.02
H 0.72318 2.77927 -1.98204 0.00
H 0.60333 4.15764 -4.03186 0.00
H -1.53249 4.34920 -5.26202 0.00
H -3.53844 3.16118 -4.45127 0.00
H -3.42338 1.79410 -2.39615 0.00
C 4.63888 -0.87530 -3.30259 0.00
C 5.27521 -0.14022 -2.15427 0.00
C 6.52166 0.45182 -2.33528 0.00
C 7.14890 1.15766 -1.32281 0.00
C 6.53537 1.28694 -0.08388 0.00
C 5.29565 0.70706 0.11714 0.00
C 4.66035 -0.00149 -0.90245 0.00
P 3.03549 -0.72217 -0.56457 0.02
C 2.47945 -0.13166 1.05713 0.08
C 1.80278 1.09491 1.01059 -0.09
C 1.28344 1.68393 2.16652 0.00
C 1.43405 1.03220 3.36716 -0.01
C 2.13072 -0.17603 3.42850 0.02
C 2.67355 -0.77735 2.30804 0.01
C 3.45644 -2.04722 2.49802 -0.02
C 3.21576 -2.49590 -0.49973 0.00
C 4.48321 -3.08327 -0.48252 0.00
C 4.61373 -4.43940 -0.28354 0.00
C 3.47195 -5.21254 -0.09595 0.00
C 2.21877 -4.63512 -0.14362 -0.01
C 2.05067 -3.25743 -0.36890 -0.02
C 0.66723 -2.69995 -0.49902 0.04
H 5.40801 -1.24258 -3.98101 0.00
H 3.97709 -0.21197 -3.86275 0.00
H 4.03551 -1.72106 -2.97643 0.00
H 7.01046 0.35036 -3.29670 0.00
H 8.11794 1.60481 -1.50194 0.00
H 7.01421 1.83150 0.71831 0.00
H 4.81633 0.81159 1.08341 0.00
H 1.72757 1.61195 0.06575 0.01
H 0.75260 2.62353 2.09757 0.00
H 1.02406 1.45773 4.27417 0.00
H 2.26662 -0.66087 4.38708 0.00
H 3.60669 -2.21392 3.56341 0.00
H 4.43567 -2.00246 2.02072 0.00
H 2.94030 -2.91186 2.07974 0.00
H 5.36988 -2.46948 -0.59719 0.00
H 5.59536 -4.89422 -0.26243 0.00
H 3.56015 -6.27823 0.07524 0.00
H 1.33568 -5.24937 -0.02332 0.00
H -0.00909 -3.34307 0.07601 0.01
H 0.38328 -2.87540 -1.54108 0.00

Number 1: total energy -3507.043644 Ha. Number 2: total energy -3729.690489 Ha. Number 3: total energy -4529.320214 Ha. Number 4: total energy -3692.212564 Ha.